Here is a cluster of 4 separate species, C4H16O3 in total at a distorted geometry from OMol25. Energies are from ωB97M-V with the def2-TZVPD basis set.

XYZ file:
```
23
Properties=species:S:1:pos:R:3:mulliken_charge:R:1
C -1.79837 1.60352 -1.69304 -1.205
C -0.82915 1.62058 -0.42963 -0.168
C -1.22298 2.69908 0.55723 -0.419
C -0.18381 2.85143 1.76801 -1.069
H -1.97140 2.62080 -2.00767 0.343
H -1.44837 0.87235 -2.39498 0.355
H -2.77877 1.24513 -1.32719 0.299
H -1.07481 0.62699 0.01046 0.036
H 0.21614 1.64986 -0.73253 0.374
H -1.11086 3.63678 0.01626 0.231
H -2.20120 2.69249 1.03145 0.348
H 0.68427 3.51331 1.55447 0.290
H -0.70413 3.31020 2.59769 0.360
H 0.15243 1.88785 2.17490 0.233
O 2.10152 -3.29437 -1.00782 -0.676
H 1.70171 -2.95345 -0.19809 0.305
H 2.74033 -2.61081 -1.22335 0.317
O 2.72958 -5.98370 -2.14895 -0.631
H 2.18317 -6.35543 -1.43503 0.298
H 2.74444 -5.06586 -1.83653 0.371
O 0.29458 -1.66081 1.97479 -0.628
H -0.59361 -1.31415 1.81713 0.321
H 0.36927 -1.59178 2.93243 0.317
```

Summary:
- SMILES string = CCCC.O.O.O
- energy above the lowest of the compared OMol25 structures with the same formula, charge and spin (kcal per mole) = 19.9
- spin multiplicity = 1

Here is a cluster of 9 separate species, C43H60N8O15 in total at a distorted geometry from OMol25. Energies are from ωB97M-V with the def2-TZVPD basis set.

XYZ file:
```
126
Properties=species:S:1:pos:R:3:mulliken_charge:R:1
C -6.72758 -1.31526 -0.90483 -1.636
C -5.22258 -1.06326 -0.58583 0.966
C -5.07858 -0.08526 0.65017 -0.731
C -5.43458 -0.88026 1.94717 -1.571
C -4.33958 -1.91126 2.14117 -1.334
C -4.27658 -2.94026 0.98017 1.270
N -4.46058 -2.37826 -0.36483 1.423
O -4.37358 -3.13926 -1.28383 -0.389
C -5.37458 -4.03826 1.25117 -1.462
C -2.84358 -3.63426 0.96717 -1.512
C -4.60258 -0.32126 -1.95883 -1.773
H -7.40258 -1.92026 -0.27883 0.319
H -6.91558 -1.63026 -1.85183 0.558
H -7.39358 -0.33826 -0.63183 0.320
H -5.66358 0.70274 0.33317 0.811
H -3.96858 0.16074 0.75417 -0.204
H -6.24758 -1.32726 1.97517 0.962
H -5.45258 -0.18426 2.84417 0.322
H -4.62558 -2.29626 2.95717 0.997
H -3.41858 -1.35526 2.24417 0.094
H -6.41158 -3.55626 1.11817 0.268
H -5.11858 -4.64326 2.23017 0.390
H -5.25258 -4.87326 0.48817 0.403
H -2.67558 -4.51926 0.36417 0.533
H -2.52758 -3.97926 1.97017 0.443
H -2.00558 -2.85626 0.74917 -0.024
H -4.97158 0.59974 -2.00283 0.789
H -4.69158 -0.85826 -2.97283 0.342
H -3.70058 0.11874 -1.66983 0.321
C -0.24058 -0.36626 0.03017 -0.827
O -1.46958 -0.53326 -0.06383 -0.546
O 0.18042 0.23874 1.14617 1.485
O 0.66842 -0.71226 -0.82983 -0.523
H -0.65058 0.51274 1.61317 -0.367
C -2.63458 3.88674 0.41917 -0.295
C -3.05658 5.14474 -0.25283 -0.698
C -2.42058 5.56174 -1.51783 -0.669
C -1.40158 4.54374 -2.24283 -0.321
C -1.25258 3.16974 -1.62483 -0.016
C -1.69358 2.93074 -0.19083 0.809
N -0.78258 4.83274 -3.61583 0.896
O 0.14942 3.99874 -4.01283 -0.440
O -1.23658 5.72174 -4.26083 -0.573
H -2.98258 3.52774 1.45117 0.172
H -3.71858 5.80774 0.42017 0.285
H -2.38258 6.41274 -2.07483 0.578
H -0.60758 2.46474 -2.05083 0.579
H -1.57758 1.91774 0.04617 -0.397
C 3.60842 0.16674 3.35617 -0.486
C 4.68642 0.77674 4.29917 -0.499
C 5.70142 1.62974 3.88617 -0.358
C 6.00742 1.88574 2.40117 -0.124
C 4.87442 1.35874 1.43017 -0.393
C 3.67342 0.37274 2.00417 0.209
N 7.22042 2.61574 1.83317 0.939
O 8.09042 2.97174 2.60217 -0.587
O 7.31742 2.68674 0.60517 -0.555
H 2.99442 -0.58826 3.70417 0.572
H 4.54342 0.55174 5.46217 0.239
H 6.57242 2.26874 4.61217 0.184
H 4.77142 1.44974 0.31417 0.416
H 2.87742 0.10874 1.35317 0.473
C 2.38142 4.06974 0.31817 -0.827
C 2.66542 5.24274 -0.69383 -0.622
C 3.03042 4.91974 -2.17783 -0.757
C 2.92642 3.49674 -2.70983 -0.258
C 2.45642 2.44674 -1.69683 0.456
C 2.21642 2.84274 -0.19283 0.145
N 3.24042 3.21674 -4.05683 0.970
O 3.08942 2.02774 -4.48783 -0.513
O 3.46642 4.26374 -4.84283 -0.562
H 2.21042 4.28874 1.37217 0.464
H 2.82642 6.29974 -0.24783 0.329
H 3.42342 5.71874 -2.70483 0.586
H 2.31142 1.33974 -1.91383 0.366
H 1.85842 2.06274 0.51217 0.126
C 2.09342 -3.04326 1.29717 0.288
C 1.25542 -3.35026 2.50317 -0.807
C 1.95042 -4.12226 3.78717 -0.776
C 3.37442 -4.63326 3.56217 0.147
C 4.15042 -4.18426 2.28717 -0.382
C 3.49042 -3.48126 1.17317 -1.106
N 4.08842 -5.29326 4.62017 0.912
O 5.26142 -5.00426 4.68817 -0.551
O 3.46042 -5.88826 5.47617 -0.589
H 1.69042 -2.41126 0.47417 0.187
H 0.27442 -3.09426 2.47717 0.803
H 1.50042 -4.38126 4.69117 0.561
H 5.29042 -4.37326 2.27617 0.275
H 3.82342 -3.33826 0.34817 1.020
C 1.87542 -3.13426 -2.64583 0.010
O 1.50142 -4.31926 -2.48783 -0.736
N 3.11542 -2.70026 -2.77583 0.170
C 3.50742 -1.26026 -2.84583 -0.558
C 4.19842 -3.67226 -2.86583 -1.059
H 1.29842 -2.37926 -2.85483 0.582
H 4.59242 -1.13926 -2.76683 0.512
H 3.25342 -0.77526 -1.92483 -0.028
H 3.13942 -0.56826 -3.69683 0.151
H 5.10642 -3.15526 -3.37883 0.332
H 3.81942 -4.52826 -3.23383 0.438
H 4.69942 -3.85026 -1.94183 0.294
C -0.79158 0.12174 4.37617 0.361
O -1.48958 -0.63926 5.07017 -0.655
N -1.24058 1.29774 3.86817 0.185
C -0.37158 2.25374 3.35617 -1.135
C -2.76258 1.59974 3.99617 -1.283
H 0.30542 -0.11626 4.31717 0.263
H -0.68958 3.16574 3.79417 0.467
H -0.61558 2.63674 2.45817 0.348
H 0.65342 2.05374 3.53617 0.274
H -3.26258 1.57874 3.13317 0.250
H -2.81758 2.69074 4.29817 0.345
H -3.07858 0.94274 4.65417 0.578
C -1.36958 -1.20726 -3.94683 0.267
O -1.75958 -2.34926 -4.16283 -0.753
N -0.79358 -0.44726 -4.92083 0.153
C -0.24358 0.88874 -4.78183 -0.590
C -0.67958 -1.07926 -6.21383 -1.321
H -1.20658 -0.77726 -3.03983 0.398
H -1.18058 1.49974 -4.91083 0.339
H 0.48942 1.13474 -5.61683 0.306
H 0.46742 1.21074 -3.89783 -0.065
H -0.95658 -0.30726 -6.91683 0.456
H -1.43658 -1.79226 -6.26083 0.420
H 0.26542 -1.36926 -6.61883 0.341
```

Summary:
- energy above the lowest of the compared OMol25 structures with the same formula, charge and spin (kcal per mole) = 3.4
- spin multiplicity = 1

Number 1: LUMO energy 0.4 eV. Number 2: LUMO energy -3.6 eV.